A structure of composition C16H16ErN5O2 in a non-equilibrium geometry. Source: the OMol25 dataset; level of theory: the ωB97M-V functional and the def2-TZVPD basis.

Last column: Mulliken spin population.
Geometry (Å):
1 Er 0.258 -0.581 0.229  3.04
2 O -0.968 3.091 -2.026  0.00
3 C -1.984 3.551 -1.254  0.00
4 C -2.672 4.706 -1.616  0.00
5 C -3.709 5.175 -0.837  0.00
6 C -4.088 4.502 0.324  0.00
7 C -3.415 3.363 0.686  0.00
8 C -2.349 2.860 -0.087  0.00
9 C -1.681 1.650 0.360  -0.01
10 O -0.649 1.138 -0.317  -0.01
11 N -2.111 1.059 1.451  0.00
12 N -1.372 -0.062 1.710  0.00
13 C -1.625 -0.781 2.736  -0.01
14 C -0.793 -1.978 2.937  0.00
15 C -0.980 -2.808 4.024  0.00
16 C -0.166 -3.926 4.169  0.00
17 C 0.812 -4.177 3.220  0.00
18 C 0.940 -3.303 2.157  0.00
19 N 0.162 -2.223 2.002  -0.01
20 H -0.859 3.681 -2.781  0.00
21 H -2.384 5.234 -2.517  0.00
22 H -4.231 6.075 -1.136  0.00
23 H -4.902 4.874 0.929  0.00
24 H -3.692 2.827 1.581  0.00
25 H -2.416 -0.518 3.431  0.00
26 H -1.752 -2.581 4.746  0.00
27 H -0.296 -4.589 5.013  0.00
28 H 1.465 -5.034 3.295  0.00
29 H 1.693 -3.473 1.396  0.00
30 C 3.529 -2.443 -4.034  0.00
31 N 3.765 -1.599 -2.845  0.00
32 C 5.073 -0.926 -2.708  0.00
33 C 2.824 -1.371 -2.007  0.00
34 N 1.964 -1.162 -1.242  0.00
35 H 4.324 -3.183 -4.092  0.00
36 H 3.537 -1.819 -4.926  0.00
37 H 2.570 -2.946 -3.944  0.00
38 H 5.855 -1.678 -2.779  0.00
39 H 5.133 -0.431 -1.743  0.00
40 H 5.188 -0.194 -3.506  0.00

The value obtained for the LUMO energy (spin up / spin down) is -7.218 / -7.124 eV. The total charge is +2. As for the spin multiplicity: 4. Its orbital gap (spin up / spin down) is 6.1070 / 6.2014 eV. Its expectation value of S² is 3.7528.